Here is a structure of composition C24H21Cl3I2N3Tm at a distorted geometry from the OMol25 dataset. Energies are from ωB97M-V/def2-TZVPD.

For the gap between HOMO and LUMO (spin up / spin down), the calculation gives 4.3 / 4.3 eV. The lowest unoccupied orbital energy (spin up / spin down) comes out at -7.0 / -7.0 eV. The molecular weight is 880.55 g mol⁻¹. Its HOMO energy (spin up / spin down) is -0.416 / -0.416 Eh. Its total charge is +2. For the energy above the lowest of the compared OMol25 structures with the same formula, charge and spin, the calculation gives 28.0 kcal/mol. The spin multiplicity is 3.

The geometry in XYZ format:
```
54
Properties=species:S:1:pos:R:3:forces:R:3
H 17.107 9.850 13.522 -0.67 -0.27 -0.48
H 6.613 6.877 11.050 0.16 0.06 -0.16
H 9.919 12.346 7.249 0.50 -0.18 0.27
H 9.066 5.529 11.551 1.62 -0.32 -0.01
C 10.960 12.159 14.044 0.81 1.22 1.63
H 14.072 11.368 8.049 0.09 -0.69 -0.18
N 11.453 10.149 12.242 -1.40 1.56 3.04
C 16.003 8.421 12.218 1.76 1.45 1.56
H 11.983 12.377 5.168 -0.36 -1.15 0.92
H 8.830 11.796 13.755 1.08 -0.28 -0.16
H 7.509 10.275 13.460 0.40 -0.48 -0.36
H 16.908 7.813 11.984 -1.06 0.51 0.12
N 13.641 8.858 11.956 1.41 1.26 2.02
C 12.998 9.416 7.716 -0.30 -0.26 -2.50
C 16.133 9.567 13.079 -0.80 -0.92 0.18
H 11.757 9.954 4.575 0.09 -0.37 -1.33
H 10.776 12.967 14.794 0.05 -0.66 -0.84
H 14.441 8.685 9.184 0.06 0.40 -0.19
C 12.041 11.542 5.921 0.19 -1.74 -1.03
C 9.068 9.623 12.037 -0.65 0.33 -0.31
C 8.408 7.950 10.559 0.81 1.63 1.87
C 14.968 10.243 13.516 -0.19 -0.34 -1.16
C 13.089 10.893 8.123 -0.88 0.94 -0.83
H 10.469 4.276 11.896 -0.55 1.03 -0.21
C 6.973 8.478 12.415 1.32 1.10 -0.48
C 12.316 11.792 13.863 -1.16 -1.17 -0.26
H 14.535 7.176 11.227 0.51 0.46 0.16
Cl 9.941 10.383 8.540 0.23 0.43 -0.10
Cl 12.341 7.507 5.839 0.06 0.27 0.31
N 9.378 8.870 10.961 -1.87 -1.44 0.60
C 12.066 10.197 5.548 -0.17 3.15 1.59
C 7.288 7.683 11.323 -0.26 -0.21 -0.31
Cl 12.791 11.108 9.961 0.36 0.15 -0.73
C 9.871 11.497 13.505 -0.03 0.31 -0.38
C 10.647 11.984 7.996 0.67 -0.71 -1.42
I 10.978 6.569 13.297 -0.39 -0.51 -1.20
C 14.753 8.095 11.795 -1.85 -0.53 -1.13
C 12.438 9.131 6.444 0.66 1.15 2.35
C 10.175 5.329 11.658 0.31 -0.28 -0.24
C 7.805 9.562 12.678 0.55 -0.27 0.24
H 12.488 12.899 7.580 0.04 -0.26 -0.26
H 10.677 12.651 8.819 -0.29 0.28 1.03
C 10.147 10.498 12.584 1.31 -0.50 -0.38
C 13.595 8.444 8.549 -1.03 -2.39 1.71
H 8.583 7.417 9.671 0.41 -0.55 -1.03
H 15.066 11.010 14.314 -0.32 -0.55 -0.88
H 13.633 7.345 8.219 0.02 1.96 0.08
C 12.102 11.884 7.394 -0.21 -0.47 0.42
C 12.501 10.684 12.994 -1.66 0.69 -0.01
C 13.737 9.942 12.839 2.06 -1.56 -0.76
H 13.093 12.257 14.521 -0.69 -0.60 -1.06
H 6.135 8.317 13.045 -0.79 -0.22 0.21
I 11.283 5.697 9.672 -0.89 0.09 1.57
Tm 11.727 8.721 10.520 0.93 -0.56 -1.52
```
Positions in Å, forces in eV/Å.

***

Here is a cluster of 2 separate species, C25H23N2O in total at a distorted geometry from the OMol25 dataset. Energies are from ωB97M-V/def2-TZVPD.

For the gap between HOMO and LUMO, the calculation gives 6.9 eV. The lowest unoccupied orbital energy comes out at -4.4 eV. The molecular weight is 367.47 g mol⁻¹. Its HOMO energy is -0.416 Eh. Its total charge is +1. For the energy above the lowest of the compared OMol25 structures with the same formula, charge and spin, the calculation gives 11.6 kcal/mol. The spin multiplicity is 1.

The geometry in XYZ format:
```
51
Properties=species:S:1:pos:R:3:forces:R:3
H -0.594 4.879 1.251 -0.07 -0.26 0.09
H -2.286 -0.672 -4.397 0.09 0.41 -0.01
H 1.979 1.497 1.782 -0.33 -0.05 0.21
H -0.961 3.253 -0.545 0.10 -0.28 0.55
C 4.898 -2.392 1.204 -0.09 0.22 0.00
C 0.654 -2.146 0.598 -1.87 -0.86 0.29
H 0.188 -2.759 -0.211 0.41 0.46 0.64
C -0.714 0.747 -1.666 -0.88 -0.34 -1.87
C -2.336 -0.932 -1.573 -1.19 -0.75 0.87
H -2.895 -0.510 1.766 0.04 -0.41 -0.02
C -4.210 -2.257 -0.876 0.22 -0.29 -0.33
C -0.733 2.049 3.149 0.02 -0.18 -0.71
H -0.977 0.051 2.369 0.23 0.42 -0.09
C -0.671 3.823 1.506 0.08 -0.54 -0.16
H -0.369 4.143 3.626 -0.30 -0.45 -0.43
H 2.176 -3.074 1.886 -0.11 0.03 -0.83
H -3.582 -1.994 -2.955 -0.27 -0.01 -0.06
C -0.127 1.906 -3.695 0.01 0.14 -0.16
C -1.670 0.036 -3.841 0.50 -0.28 0.82
C -0.871 1.502 0.770 -0.18 0.48 0.50
H -0.722 1.703 4.178 0.03 0.13 -0.13
C -0.973 0.458 -0.263 0.71 -0.02 0.94
C -2.933 -0.961 0.780 0.08 -0.10 -0.71
H -0.938 1.123 -5.547 -0.08 0.20 0.23
C -3.423 -1.743 -1.918 1.02 0.22 0.95
C -2.050 -0.559 -0.225 -1.11 -0.55 -0.71
C -0.581 3.406 2.835 0.14 0.07 0.12
H 0.044 -2.301 1.535 0.26 0.27 -1.00
C -1.541 -0.121 -2.459 1.04 1.36 -0.75
C -0.877 1.112 2.116 0.04 0.29 0.67
H 4.249 -3.272 1.249 0.50 0.25 0.03
C 2.266 1.098 0.813 0.84 1.77 -0.48
H -5.009 -2.978 -1.114 0.38 0.53 0.27
H 2.503 -3.121 0.075 0.01 0.02 0.49
H 5.504 -2.314 2.109 0.03 -0.12 -0.12
H 0.491 2.540 -1.707 0.15 -0.41 -0.43
C -0.040 1.789 -2.297 0.02 -0.10 -0.04
H 1.911 1.764 0.035 -0.22 0.02 -0.01
C -3.959 -1.871 0.435 -0.05 0.16 0.58
C 1.842 -0.254 0.648 -1.83 -2.13 -0.37
C -0.824 2.881 0.477 -0.16 0.16 0.15
C 4.135 -1.090 1.085 0.35 -0.39 0.31
H 0.442 2.698 -4.198 -0.32 -0.35 0.25
O 4.679 -0.007 1.080 0.42 -0.96 0.05
C -0.931 1.051 -4.462 0.46 -0.23 0.43
N 2.744 -1.265 1.022 -0.42 1.77 -0.35
H 3.362 1.063 0.828 -0.57 0.63 -0.20
H 5.568 -2.455 0.342 -0.01 -0.08 0.13
H -4.594 -2.266 1.235 0.17 0.26 -0.32
N 0.661 -0.718 0.249 2.01 0.91 0.95
C 2.095 -2.538 0.916 -0.31 -1.06 -0.21
```
Positions in Å, forces in eV/Å.

***

Here is an isolated molecule of C3H4N2O2S at a distorted geometry from the OMol25 dataset. Energies are from ωB97M-V/def2-TZVPD.

For the gap between HOMO and LUMO, the calculation gives 9.7 eV. The lowest unoccupied orbital energy comes out at 0.6 eV. The molecular weight is 132.14 g mol⁻¹. Its HOMO energy is -0.334 Eh. For the energy above the lowest of the compared OMol25 structures with the same formula, charge and spin, the calculation gives 104.7 kcal/mol. The spin multiplicity is 1.

The geometry in XYZ format:
```
12
Properties=species:S:1:pos:R:3:forces:R:3
H -0.899 -2.365 -0.519 0.61 1.48 0.01
S 0.264 2.059 0.401 -0.47 -0.95 0.28
H 1.494 0.121 1.024 0.20 -0.48 -0.23
H 2.452 1.233 -0.009 0.21 0.22 0.09
O 1.306 -0.046 -1.113 0.76 0.37 1.33
O -1.183 -0.232 -0.735 0.49 -0.43 0.15
C -0.393 -1.352 -0.649 -0.48 -1.41 -0.17
H -2.564 -0.287 0.772 -0.02 0.40 0.41
N -1.184 1.263 1.075 0.41 -0.48 -0.80
C -1.676 0.264 0.469 0.74 0.50 -0.12
N 0.866 -1.361 -0.826 -0.98 0.41 0.01
C 1.517 0.704 0.110 -1.47 0.36 -0.95
```
Positions in Å, forces in eV/Å.

***

Here is a cluster of 2 separate species, C4H9ClO2 in total at a distorted geometry from the OMol25 dataset. Energies are from ωB97M-V/def2-TZVPD.

For the gap between HOMO and LUMO, the calculation gives 10.7 eV. The lowest unoccupied orbital energy comes out at 0.5 eV. The molecular weight is 124.57 g mol⁻¹. Its HOMO energy is -0.375 Eh. For the energy above the lowest of the compared OMol25 structures with the same formula, charge and spin, the calculation gives 36.3 kcal/mol. The spin multiplicity is 1.

The geometry in XYZ format:
```
16
Properties=species:S:1:pos:R:3:forces:R:3
C -2.975 0.049 -0.956 0.68 2.18 -2.41
H 0.566 0.929 -0.273 0.95 -1.84 0.67
C 1.210 0.059 0.170 -1.19 2.08 -0.51
H -3.878 -0.276 -1.498 -0.02 -0.12 0.38
H -2.096 -0.165 -1.689 -1.26 1.01 0.89
H -3.139 1.161 -0.689 0.60 -1.64 -0.88
O 1.374 1.476 2.118 -0.12 -2.73 -0.22
Cl 0.533 -1.538 -0.378 0.11 0.67 0.64
H 2.871 -0.116 -1.276 -0.02 -0.32 -0.75
H 2.972 1.147 -0.047 0.52 0.48 0.10
C 2.664 0.145 -0.268 -1.21 0.08 1.17
C 1.216 0.324 1.736 -1.12 0.72 -1.15
H 0.956 -0.626 2.325 0.57 1.30 0.03
H -2.625 -1.451 0.061 0.54 -4.28 -0.48
O -2.712 -0.574 0.219 -0.51 2.89 2.54
H 3.063 -0.545 0.446 1.47 -0.49 -0.02
```
Positions in Å, forces in eV/Å.

***

Here is a structure of composition C2H4N4 from the OMol25 dataset. Energies are from ωB97M-V/def2-TZVPD.

For the gap between HOMO and LUMO, the calculation gives 10.0 eV. The lowest unoccupied orbital energy comes out at 0.4 eV. The molecular weight is 84.08 g mol⁻¹. Its HOMO energy is -0.354 Eh. For the energy above the lowest of the compared OMol25 structures with the same formula, charge and spin, the calculation gives 117.8 kcal/mol. The spin multiplicity is 1.

The geometry in XYZ format:
```
10
Properties=species:S:1:pos:R:3:forces:R:3
H 0.628 1.023 1.895 0.01 -0.11 -0.09
H 1.870 0.043 1.038 -0.14 0.01 0.01
N -1.247 0.551 0.147 -0.01 -0.06 -0.09
N 0.442 -0.352 -0.984 -0.09 0.05 0.17
N -0.656 -0.383 -1.755 -0.05 -0.06 -0.07
C 0.824 0.110 1.335 0.09 0.03 0.08
C -1.729 0.203 -1.070 -0.05 -0.07 0.34
H -1.244 0.500 -2.295 0.15 0.14 -0.22
H 0.548 -0.758 1.936 0.02 0.11 -0.08
N 0.005 0.128 0.132 0.07 -0.04 -0.05
```
Positions in Å, forces in eV/Å.

***

Here is a structure of composition C4H7NO2 at a distorted geometry from the OMol25 dataset. Energies are from ωB97M-V/def2-TZVPD.

For the gap between HOMO and LUMO, the calculation gives 9.1 eV. The lowest unoccupied orbital energy comes out at 0.6 eV. The molecular weight is 101.10 g mol⁻¹. Its HOMO energy is -0.312 Eh. For the energy above the lowest of the compared OMol25 structures with the same formula, charge and spin, the calculation gives 95.2 kcal/mol. The spin multiplicity is 1.

The geometry in XYZ format:
```
14
Properties=species:S:1:pos:R:3:forces:R:3
H -0.334 -1.936 0.342 0.04 -0.03 -0.08
C 1.274 0.545 1.076 -0.17 -0.04 -1.27
C 0.463 -0.200 -1.676 1.77 -0.98 -3.29
H 0.240 2.176 -1.336 0.20 -0.12 -0.11
H -2.027 -1.603 -0.021 0.05 0.12 0.01
H -1.468 0.626 -0.597 0.10 -0.01 0.10
H 1.239 -0.425 1.537 -0.11 -0.13 0.04
O 0.808 -1.299 -1.893 -0.72 0.59 0.65
H -1.280 -0.940 1.468 -0.09 -0.13 0.00
C 0.528 0.850 -0.004 -2.31 0.15 3.13
O 0.378 2.154 -0.378 -0.01 -0.60 -0.35
H 2.018 1.248 1.410 0.13 0.07 -0.06
N -0.720 -0.012 -0.346 0.82 0.78 0.84
C -1.120 -1.184 0.416 0.28 0.35 0.39
```
Positions in Å, forces in eV/Å.

***

Here is an isolated molecule of C4H6N2 from the OMol25 dataset. Energies are from ωB97M-V/def2-TZVPD.

For the gap between HOMO and LUMO (spin up / spin down), the calculation gives 7.6 / 7.6 eV. The lowest unoccupied orbital energy (spin up / spin down) comes out at 0.8 / 0.8 eV. The molecular weight is 82.11 g mol⁻¹. Its HOMO energy (spin up / spin down) is -0.252 / -0.252 Eh. For the energy above the lowest of the compared OMol25 structures with the same formula, charge and spin, the calculation gives 69.0 kcal/mol. The spin multiplicity is 1.

The geometry in XYZ format:
```
12
Properties=species:S:1:pos:R:3:forces:R:3
H 2.104 -0.507 -1.471 -0.02 0.16 0.06
H -0.948 1.684 -0.600 -0.02 -0.15 -0.02
H -1.791 0.528 1.824 0.11 -0.03 -0.04
C 1.294 0.203 -1.414 0.11 0.01 -0.12
C -1.328 0.018 0.977 -0.19 0.07 0.14
H 1.573 -1.410 0.701 -0.19 0.02 -0.09
N -0.344 -0.971 1.433 0.26 0.08 -0.23
H 0.997 0.830 -2.240 0.20 -0.01 0.08
H -2.118 -0.566 0.473 -0.03 0.10 0.18
N 0.499 0.168 -0.354 -0.20 0.07 0.05
C -0.584 0.868 0.006 -0.01 -0.14 -0.19
C 0.646 -0.846 0.665 -0.03 -0.18 0.18
```
Positions in Å, forces in eV/Å.